Record 1
{"formula": "C26H37N2O5", "method": "ωB97M-V/def2-TZVPD", "largest_force_ev_per_a": 0.8, "smiles": "COc1ccc(CCN(C)C(=O)[C@@H]2CCC[N@@H+](Cc3ccc(OC)c(OC)c3)C2)cc1OC", "relative_energy_kcal_mol": 0.0, "total_charge": 1, "e_tot_ev": -40774.440, "gap_ev": 8.644, "symbols": ["O", "H", "H", "C", "C", "C", "C", "H", "H", "H", "H", "H", "O", "C", "C", "H", "H", "H", "H", "H", "H", "C", "N", "H", "C", "H", "H", "H", "H", "C", "H", "C", "H", "C", "C", "O", "H", "C", "C", "H", "H", "H", "C", "C", "C", "C", "C", "N", "C", "H", "H", "H", "H", "C", "C", "C", "C", "H", "C", "H", "H", "H", "O", "H", "O", "H", "C", "H", "H", "H"], "positions_angstrom": [[0.17, -2.21, -1.29], [5.76, 1.00, -0.35], [-1.13, 1.09, 2.87], [4.87, -0.99, -0.36], [4.83, 0.52, -0.05], [1.20, 3.34, -0.74], [-0.31, 2.97, 1.23], [1.96, -2.75, 2.80], [0.38, 3.66, -1.40], [-3.78, -3.69, -1.62], [3.53, 2.43, -2.41], [-7.32, 1.11, 0.24], [-4.14, -1.82, -1.00], [-4.78, 0.27, -0.17], [1.27, -2.14, -0.47], [-0.80, 1.46, -0.85], [5.05, -1.14, -1.43], [-3.15, 2.39, 1.91], [3.40, 0.70, -2.78], [-0.47, 3.22, 2.28], [0.17, 0.06, -0.35], [-0.47, -3.47, 2.45], [3.72, 1.16, -0.75], [0.16, -4.35, 2.59], [3.90, 1.44, -2.15], [2.69, -1.44, -1.89], [5.70, -1.42, 0.20], [-5.26, 2.17, 0.71], [2.11, 3.84, -1.08], [3.57, -1.61, 0.05], [-7.76, 0.59, -1.40], [-2.34, 0.54, 1.18], [-2.30, -2.73, -1.36], [1.05, -2.50, 0.88], [3.35, -2.00, 1.36], [-0.23, -2.87, 1.19], [0.68, 4.81, 0.74], [-6.96, 0.99, -0.78], [2.57, 1.32, -0.10], [-1.86, -1.38, 0.36], [-0.31, -2.77, 3.27], [1.76, 3.54, 1.33], [1.34, 1.81, -0.87], [0.89, 3.74, 0.70], [-3.31, 1.52, 1.29], [2.52, -1.70, -0.86], [-4.52, 1.39, 0.61], [-0.05, 1.52, 1.12], [0.39, -2.15, -2.68], [4.96, 1.41, -2.38], [0.95, 1.34, 1.47], [1.42, 1.54, -1.92], [4.67, 0.67, 1.02], [-3.80, -0.75, -0.25], [0.09, 1.14, -0.30], [-2.60, -0.60, 0.41], [-3.30, -2.95, -0.98], [-1.21, 3.21, 0.67], [2.10, -2.45, 1.77], [0.68, -1.14, -3.00], [1.14, -2.87, -3.01], [-6.65, 1.97, -1.18], [2.47, 1.10, 1.12], [4.15, -1.94, 2.08], [-5.92, 0.05, -0.86], [-3.21, -3.36, 0.03], [-1.01, 0.66, 1.87], [-0.57, -2.39, -3.15], [-1.51, -3.77, 2.44], [-0.56, -0.32, 1.96]], "mulliken_charge": [-0.107, 0.526, 0.777, -1.293, -0.976, -1.292, -0.752, 0.521, 0.518, 0.311, 0.319, 0.380, -0.461, 0.866, -0.635, 0.602, 0.349, 0.586, 0.292, 0.363, -0.667, -1.088, 0.314, 0.408, -0.921, 0.620, 0.493, 0.407, 0.291, 0.152, 0.250, -0.288, 0.061, 0.420, -0.800, -0.193, 0.476, -0.963, 0.118, 0.106, 0.398, 0.358, 0.321, -0.775, -0.798, 0.542, -0.926, 0.519, -0.897, 0.336, 0.385, 1.268, 0.342, 0.748, -0.739, 0.651, -0.570, 0.456, -0.405, 0.257, 0.390, 0.370, -0.825, 0.428, -0.447, 0.305, -1.252, 0.253, 0.232, -0.018]}

***

Record 2
{"formula": "C26H37N5O6PmS", "method": "ωB97M-V/def2-TZVPD", "largest_force_ev_per_a": 1.0, "spin_multiplicity": 5, "relative_energy_kcal_mol": 13.4, "total_charge": 1, "e_tot_ev": -74680.213, "gap_ev": [7.199, 8.047], "symbols": ["H", "N", "C", "C", "C", "H", "C", "H", "C", "H", "C", "H", "H", "C", "C", "H", "C", "C", "C", "H", "C", "C", "O", "H", "H", "H", "H", "C", "O", "H", "H", "C", "H", "H", "H", "H", "H", "O", "H", "H", "H", "C", "H", "H", "C", "H", "H", "H", "C", "N", "C", "H", "N", "N", "H", "C", "C", "H", "H", "N", "O", "H", "H", "C", "C", "C", "S", "Pm", "C", "C", "H", "O", "H", "H", "H", "O"], "positions_angstrom": [[1.49, 4.11, 4.29], [0.43, -1.09, 4.29], [1.26, 3.31, 3.60], [-0.49, -0.01, 3.77], [-0.41, 3.03, -1.99], [4.12, -0.73, -2.06], [-1.00, -0.53, -3.94], [1.50, 2.51, 0.35], [1.09, -3.46, -0.47], [-2.03, 4.00, -1.00], [1.28, -5.90, -0.23], [2.44, -0.58, -3.80], [3.04, -1.66, -1.00], [0.24, 1.16, 3.15], [1.23, 2.37, 1.39], [-3.31, -1.80, -1.70], [-1.69, -2.68, 1.94], [1.60, 3.39, 2.26], [0.51, 1.21, 1.75], [2.14, -0.58, 3.16], [1.23, -4.77, -2.41], [-3.58, -0.75, -1.59], [0.86, -1.13, -2.58], [-3.36, 1.08, -2.72], [0.11, 3.97, -2.21], [-0.18, -1.94, 4.37], [1.59, -1.60, 5.97], [-3.25, 2.07, -0.06], [-2.98, -0.33, -0.37], [0.18, -0.60, 6.33], [-1.73, -0.90, -4.65], [2.87, 1.51, -1.74], [-4.73, 0.54, 0.31], [0.30, 2.10, 5.08], [-1.09, 0.32, 4.61], [1.90, 3.03, -2.88], [1.61, 0.13, 5.55], [-1.63, -0.02, -2.76], [3.09, 2.24, -0.96], [-3.37, 2.77, 0.78], [-1.14, -0.45, 3.02], [1.52, -1.45, 3.36], [-0.68, 3.57, 0.08], [1.10, -1.81, 2.43], [-3.65, 0.67, 0.38], [-3.87, 2.42, -0.90], [2.47, -2.27, -3.25], [-0.62, -2.46, -3.09], [-1.28, 3.24, -0.77], [1.23, -4.71, -3.57], [1.21, -4.71, -1.00], [-3.33, 0.50, 1.41], [1.01, -2.35, -0.10], [1.35, -6.87, 0.38], [2.13, 4.26, 1.89], [2.23, -1.25, -2.95], [-0.06, -1.64, -3.55], [0.46, -2.04, -4.42], [2.12, -2.24, 3.80], [-1.48, -1.95, 1.05], [2.60, 0.29, -1.07], [-4.67, -0.67, -1.53], [1.51, 1.39, -3.43], [-3.05, 0.03, -2.77], [1.68, 2.01, -2.55], [0.58, 2.18, 4.03], [-1.97, -3.66, 3.19], [-0.19, -0.25, -0.24], [0.99, -0.76, 5.62], [3.08, -0.87, -1.74], [-0.44, 0.29, -4.42], [0.53, 2.00, -1.71], [-3.45, -0.40, -3.69], [3.74, 1.42, -2.39], [-1.03, 2.76, -2.85], [-1.89, 2.00, -0.45]], "lowdin_spin": [0.000, 0.000, 0.000, 0.000, 0.000, 0.000, 0.000, 0.000, 0.001, 0.000, 0.000, 0.000, 0.000, -0.001, -0.001, 0.000, -0.001, 0.000, -0.013, 0.000, 0.000, 0.000, -0.002, 0.000, 0.000, 0.000, 0.000, 0.000, -0.001, 0.000, 0.000, 0.000, 0.000, 0.000, 0.000, 0.000, 0.000, -0.002, 0.000, 0.000, 0.000, 0.000, 0.000, 0.000, 0.000, 0.000, 0.000, 0.000, 0.000, 0.000, 0.000, 0.000, -0.006, 0.000, 0.000, 0.000, 0.000, 0.000, 0.000, -0.005, -0.001, 0.000, 0.000, 0.000, 0.000, 0.000, -0.002, 4.038, 0.000, 0.000, 0.000, -0.002, 0.000, 0.000, 0.000, -0.001]}

***

Record 3
{"formula": "C26H38AsN6O8S2Zn", "method": "ωB97M-V/def2-TZVPD", "largest_force_ev_per_a": 0.4, "relative_energy_kcal_mol": 37.8, "total_charge": 1, "e_tot_ev": -183819.901, "gap_ev": 8.296, "symbols": ["O", "C", "C", "C", "H", "H", "S", "H", "C", "N", "C", "H", "N", "C", "C", "O", "H", "H", "H", "H", "C", "H", "N", "H", "H", "H", "C", "C", "H", "O", "C", "H", "C", "C", "C", "H", "C", "H", "C", "H", "H", "C", "H", "H", "H", "C", "N", "S", "N", "H", "O", "C", "H", "H", "H", "H", "H", "O", "As", "C", "H", "C", "C", "N", "C", "O", "H", "H", "Zn", "H", "C", "O", "C", "O", "H", "H", "H", "H", "H", "H", "C", "H"], "positions_angstrom": [[2.01, 0.02, 0.50], [3.05, 1.70, 1.91], [3.65, 2.94, 2.12], [-5.88, 0.64, -2.51], [0.08, -4.07, -1.69], [-5.38, 0.17, -3.36], [1.34, -1.69, -2.25], [4.92, 2.46, 5.22], [-0.70, -4.26, -0.96], [3.66, -2.64, -1.57], [-3.10, 0.46, 1.00], [-2.49, -4.64, 1.30], [-2.48, -0.23, -0.02], [-3.41, -0.54, -0.90], [4.40, 2.25, 4.29], [-0.02, -1.54, -1.46], [-6.01, -1.27, -1.54], [2.66, -3.66, 0.40], [-6.68, 0.06, -0.60], [-6.91, 0.86, -2.78], [4.42, 1.33, -0.70], [2.69, -0.24, 2.76], [-5.43, 1.12, 1.55], [-5.23, 4.24, -3.18], [1.32, -5.55, 1.12], [1.34, -4.46, 2.53], [-4.42, 0.52, 0.72], [2.58, 2.52, -1.69], [-2.61, -2.87, 1.24], [-5.48, 2.66, -0.92], [3.14, 0.74, 2.91], [1.06, -1.69, 1.44], [-5.68, 3.28, -3.45], [3.81, 1.01, 4.10], [2.30, 1.43, 0.61], [2.93, 3.30, -3.66], [4.31, 3.21, 3.30], [1.58, 2.93, -1.63], [2.36, -2.62, -1.19], [3.88, 0.25, 4.86], [5.23, 2.42, -3.80], [-5.87, -0.23, -1.26], [6.19, 1.17, -1.89], [-0.33, -1.84, 2.35], [-3.22, -0.48, -3.01], [-3.17, -1.21, -2.20], [-4.63, -0.12, -0.49], [-5.04, 2.19, -2.21], [1.91, -3.21, -0.12], [-6.75, 3.34, -3.27], [-3.64, 1.95, -2.46], [3.11, 1.81, -0.62], [-5.60, 3.65, -5.56], [4.86, 0.82, 0.15], [-5.86, 1.96, -5.17], [-1.63, -3.78, -1.26], [4.76, 4.18, 3.45], [-5.03, 1.75, 2.50], [-0.23, -3.62, 0.78], [-5.33, 2.86, -4.87], [-1.93, -3.68, 2.67], [0.96, 2.21, 0.65], [3.35, 2.73, -2.83], [0.06, -1.90, 1.41], [5.18, 1.54, -1.85], [1.00, 3.40, 0.81], [4.27, -3.36, -1.22], [-4.26, 2.68, -4.97], [-0.39, -0.28, 0.01], [-0.02, -5.57, 2.30], [0.71, -4.95, 1.79], [-6.60, 0.91, 1.28], [4.64, 2.24, -2.92], [-0.12, 1.51, 0.50], [-3.91, -1.99, -2.40], [-2.58, 0.89, 1.84], [3.95, -2.17, -2.41], [2.71, -0.36, -0.05], [3.57, 3.70, 1.35], [-2.17, -1.64, -2.20], [-2.01, -3.71, 1.58], [-0.85, -5.33, -0.81]], "mulliken_charge": [0.404, -0.550, -0.167, -0.733, 0.353, 0.433, -0.126, 0.413, -1.103, -0.400, -0.614, 0.444, -0.162, 1.101, -0.425, -0.718, 0.413, 0.075, 0.473, 0.628, -0.077, 0.170, 1.168, 0.386, 0.410, 0.371, -0.290, -0.542, 0.163, -0.674, -0.108, 0.236, -0.513, -0.968, 2.577, 0.441, -0.929, 0.524, 0.289, 0.424, 0.433, -1.194, 0.443, 0.356, 0.237, -1.462, 0.365, 1.204, -0.469, 0.402, -0.605, -0.192, 0.394, 0.468, 0.285, 0.252, 0.410, -0.620, 1.242, -1.117, 0.469, -0.295, -0.952, -0.666, -0.977, -0.616, 0.207, 0.309, 1.373, 0.434, -1.314, -0.653, -0.457, -0.538, 0.405, 0.641, 0.205, 0.076, 0.477, 0.056, -1.296, 0.485]}